No. 1
12
Properties=species:S:1:pos:R:3:forces:R:3 method="wB97M-V/def2-TZVPD" de_lowest_kj_mol=116.1 multiplicity=1 e_tot_ha=-356.81317 homo_energy_ev=-9.922
O 2.044731 1.459818 0.161907 -0.023 0.104 -0.289
C 0.839471 1.188246 0.840198 -0.246 -0.056 0.245
C 0.025622 0.087020 0.216210 0.182 0.043 -0.015
N -1.323111 0.200933 0.041258 0.067 -0.202 -0.052
C -1.644464 -0.946169 -0.515211 0.036 -0.063 -0.013
N -0.542827 -1.699957 -0.672459 -0.130 -0.101 -0.060
N 0.542517 -1.052653 -0.207987 -0.190 0.242 0.117
H 1.823245 1.673174 -0.753396 0.132 -0.039 0.119
H 0.186490 2.069415 0.912217 0.134 -0.123 -0.033
H 1.130085 0.909436 1.857105 -0.065 -0.008 -0.104
H -2.633085 -1.263104 -0.819301 0.142 0.037 0.041
H -0.448674 -2.626158 -1.060541 -0.039 0.165 0.044



No. 2
17
Properties=species:S:1:pos:R:3:forces:R:3 method="wB97M-V/def2-TZVPD" de_lowest_kj_mol=283.4 multiplicity=1 e_tot_ha=-309.73442 homo_energy_ev=-9.464
C 1.941306 0.765784 -0.180482 0.739 0.348 -1.036
C 1.324193 -0.400881 -0.915321 -0.102 -0.063 -0.512
C 0.548566 -0.759773 0.350485 0.072 -0.018 -0.143
C -0.960575 -0.594620 0.245280 0.186 0.048 -0.024
C -1.888302 -0.137978 1.331961 0.006 -0.029 0.202
C -1.644244 0.732066 0.126995 0.024 0.217 -0.116
O 1.368457 0.213404 1.083105 0.832 -0.044 -0.171
H 2.975721 0.824862 -0.760134 -0.426 -0.403 2.946
H 1.697881 1.826333 -0.142446 -1.009 -0.100 -0.731
H 2.146136 -1.114813 -1.024197 -0.264 0.012 -0.289
H 0.906837 -0.169197 -1.887815 -0.635 -0.370 -0.070
H 0.743006 -1.764185 0.759118 0.057 0.247 -0.233
H -1.363413 -1.384310 -0.396605 0.175 0.191 0.153
H -1.458105 0.174168 2.277687 0.007 0.018 -0.129
H -2.857516 -0.626436 1.417248 0.264 0.063 -0.025
H -2.438713 0.839354 -0.607281 0.141 -0.014 0.158
H -1.034431 1.618588 0.270451 -0.066 -0.101 0.021



No. 3
23
Properties=species:S:1:pos:R:3:forces:R:3 method="wB97M-V/def2-TZVPD" charge=-1 multiplicity=1 e_tot_ha=-7203.28690 homo_energy_ev=-4.283
N -15.593964 -8.585248 15.469955 -0.139 -0.196 0.526
H -14.993336 -8.634834 14.646820 -0.149 0.304 0.113
H -15.956401 -7.662033 15.701203 0.154 0.059 -0.545
H -15.012224 -8.884766 16.299226 -0.081 -0.664 -0.040
H -16.387200 -9.254014 15.287677 0.180 -0.444 0.196
Br -13.727396 -10.066642 17.716506 0.033 0.383 -0.101
Br -17.415960 -11.195626 14.693766 -0.038 0.328 -0.085
Cl -16.474498 -5.021118 14.091114 -0.010 -0.017 -0.124
C -16.196541 -3.831980 15.370027 0.116 0.388 0.415
C -15.450811 -4.398176 16.565468 -0.413 -0.199 -0.432
Cl -16.271517 -5.837659 17.217925 -0.107 0.098 0.292
H -17.141724 -3.408984 15.705000 -0.181 -0.261 -0.176
H -15.618439 -3.010613 14.947546 0.093 -0.082 -0.055
H -15.475075 -3.651815 17.353884 0.344 0.018 0.046
H -14.449784 -4.711490 16.290520 0.139 0.125 0.147
Cl -14.192202 -7.995008 12.605695 0.137 0.339 -0.323
C -13.108416 -9.136228 11.760933 0.064 -0.156 -0.159
C -12.445831 -10.068697 12.746464 -0.181 -0.297 -0.048
Cl -13.660335 -11.153522 13.463302 0.032 0.112 0.117
H -12.378606 -8.563377 11.189203 0.021 0.138 0.210
H -13.730971 -9.678350 11.054519 -0.034 -0.105 0.080
H -11.946569 -9.522825 13.543102 -0.039 0.001 0.057
H -11.723473 -10.707782 12.241293 0.060 0.127 -0.110



No. 4
49
Properties=species:S:1:pos:R:3:forces:R:3 method="wB97M-V/def2-TZVPD" de_lowest_kj_mol=5.9 charge=+1 multiplicity=1 e_tot_ha=-1013.76598 homo_energy_ev=-13.329
Na 0.006708 0.208629 -0.235580 -0.166 0.189 -0.114
C -0.788567 -2.378849 -3.345416 0.136 -0.071 0.241
C -1.937184 -2.212637 -2.376255 -0.051 -0.043 0.053
O -1.706269 -1.058295 -1.539911 -0.004 0.186 0.108
H -0.749083 -3.399126 -3.725584 -0.115 0.027 -0.133
H 0.146332 -2.202963 -2.808250 -0.003 0.048 -0.058
H -0.858515 -1.681142 -4.177270 0.046 0.015 -0.034
H -2.028767 -3.087004 -1.728347 0.064 0.040 0.049
H -2.890648 -2.098855 -2.893030 0.014 -0.005 -0.046
H -2.462131 -0.468663 -1.595161 -0.026 -0.132 -0.074
C 2.161918 -3.147114 1.280547 0.037 0.060 0.203
C 1.430243 -2.878898 -0.013069 -0.098 -0.491 -0.089
O 1.631056 -1.557073 -0.514449 -0.149 0.286 -0.036
H 3.238127 -3.020482 1.151556 0.000 -0.005 0.031
H 1.980557 -4.169956 1.615102 0.017 -0.012 -0.089
H 1.825975 -2.485067 2.080148 0.022 0.068 -0.068
H 0.352921 -2.994876 0.116704 -0.008 0.091 0.036
H 1.732460 -3.614294 -0.765581 -0.016 0.090 -0.038
H 2.481212 -1.510561 -0.960622 0.040 0.001 0.057
C 2.646348 0.647762 1.958373 -0.087 0.204 0.257
C 2.276645 2.079917 1.640133 -0.099 0.010 -0.029
O 1.416303 2.080816 0.483064 0.253 -0.019 0.211
H 2.970829 0.582596 2.997156 0.128 -0.047 -0.036
H 3.439350 0.267528 1.319045 -0.045 -0.039 -0.086
H 1.766043 0.010461 1.858753 0.035 -0.045 -0.018
H 3.156310 2.693967 1.437025 0.070 -0.088 0.002
H 1.758127 2.537385 2.489896 -0.089 -0.051 -0.080
H 1.327424 2.996691 0.199545 -0.201 -0.094 -0.137
C -1.530546 3.271104 1.789700 0.272 -0.013 0.077
C -2.678794 2.659661 1.040766 -0.219 0.048 -0.120
O -2.144358 1.908152 -0.059160 0.080 -0.172 -0.076
H -0.993459 3.952854 1.129276 0.032 0.045 0.061
H -0.831055 2.504209 2.127893 -0.047 0.000 -0.024
H -1.876881 3.828598 2.658806 -0.062 0.026 -0.027
H -3.329637 3.453209 0.658654 -0.009 -0.079 0.005
H -3.284371 2.008809 1.677515 0.073 -0.026 0.064
H -2.886979 1.545354 -0.548639 -0.090 0.141 -0.037
C -2.348337 -1.132130 1.913436 0.210 -0.073 0.057
O -1.154946 -0.341745 1.850636 0.086 -0.093 -0.020
H -2.732516 -1.192097 0.900437 -0.116 0.032 -0.009
H -2.136410 -2.145975 2.261386 0.032 0.034 0.007
H -3.078390 -0.677729 2.581607 -0.113 0.034 -0.085
H -0.904678 -0.106835 2.748132 0.075 -0.012 0.009
C 1.622170 1.792978 -2.753022 0.097 0.014 0.118
O 0.321279 1.389177 -2.317047 0.196 0.000 -0.066
H 1.942104 1.223577 -3.626501 0.004 0.035 -0.031
H 1.654679 2.862692 -2.972408 -0.034 -0.039 -0.076
H 2.310471 1.598616 -1.933600 -0.023 -0.029 0.005
H -0.263067 1.457625 -3.076389 -0.152 -0.045 0.087



Number 1: Kohn-Sham gap 10.8 eV, largest force on an atom 0.0068 Eh/bohr. Number 2: Kohn-Sham gap 10.6 eV, largest force on an atom 0.0584 Eh/bohr. Number 3: Kohn-Sham gap 6.5 eV, largest force on an atom 0.0130 Eh/bohr. Number 4: Kohn-Sham gap 10.9 eV, largest force on an atom 0.0099 Eh/bohr.